No. 1
Entry from the Open Molecules 2025 dataset: a structure of composition C40H53AlBCaClF3IMgNO14SSi in a non-equilibrium geometry (ωB97M-V/def2-TZVPD).

```
119
Properties=species:S:1:pos:R:3
C 1.6622 -0.2978 5.1420
C 0.3978 -1.1480 5.7494
C -0.1045 -2.3870 4.7489
C -1.1825 -1.7539 3.6378
C -2.7615 -2.1668 4.0020
C -0.7755 -2.1489 2.0738
C -0.2864 -1.0120 0.9474
C -0.2206 0.5414 1.4579
C 0.5848 1.5778 0.4843
C -0.3299 2.9780 0.4527
C 0.3103 3.9965 -0.6616
C -0.1378 3.4531 -2.1552
C -0.2665 4.8221 -3.1063
C 1.0558 5.7616 -2.8515
C 1.4136 6.7980 -4.0711
Si 2.0633 5.9657 -5.6811
C 3.0458 7.3610 -6.6487
C 0.4702 5.4566 -6.7094
C 3.1851 4.4244 -5.4116
C 3.1957 3.2624 -6.6122
C 4.1392 1.8960 -6.5319
C 5.1140 1.6157 -5.2100
C 5.1170 2.7668 -4.0034
C 4.1566 4.1290 -4.1246
C 0.0574 -1.5009 -0.6061
C -0.0351 -3.0895 -1.0736
I 0.4845 -3.6918 -3.1574
C -0.5211 -4.1620 0.0663
C -0.8826 -3.7640 1.6505
N -1.2754 -4.8746 2.5944
C -2.4199 -5.7197 2.0854
C -3.8202 -6.0266 2.9452
C -4.9936 -7.0050 2.3028
C -4.8852 -7.7012 0.7902
B -6.1463 -8.6450 0.2711
O -6.0936 -9.3882 -1.0342
O -7.3220 -8.7185 1.1945
C -3.5141 -7.3919 -0.0550
O -3.4191 -7.9816 -1.4224
C -2.3306 -6.4405 0.5782
S -0.7234 -6.0133 -0.3663
H 1.4810 0.8735 5.1118
H 2.6180 -0.4503 5.8380
H 1.9641 -0.6019 4.0345
H 0.6865 -1.5798 6.8005
H -0.4807 -0.3612 5.9270
H -0.5956 -3.1927 5.4448
H 0.8624 -2.7457 4.1886
H -1.1398 -0.5773 3.8342
H -3.3723 -1.2039 4.3523
H -3.3173 -2.6713 3.1024
H -2.7984 -2.9009 4.9398
H -1.3042 0.9717 1.7058
H 0.3628 0.5286 2.4998
H 0.6856 1.2524 -0.6340
H 1.6146 1.8348 0.9929
H -1.4007 2.6208 0.0647
H -0.4620 3.4468 1.5165
H -0.1014 5.0765 -0.4073
H 1.4893 3.9143 -0.5535
H -1.1267 2.8135 -2.1454
H 0.6966 2.7682 -2.6625
H -1.2735 5.3542 -2.7515
H -0.3805 4.4291 -4.2134
H 0.9595 6.4273 -1.8667
H 1.9598 5.0290 -2.6596
H 0.4130 7.4036 -4.3023
H 2.2429 7.5470 -3.6521
H 2.4755 8.3745 -6.3916
H 3.0027 7.1047 -7.7935
H 4.1224 7.3814 -6.1908
H -0.5256 5.7388 -6.1153
H 0.4969 6.1290 -7.6673
H 0.4963 4.3005 -6.9307
H 2.5252 3.4035 -7.5738
H 4.1157 1.1104 -7.4280
H 5.7743 0.6366 -5.1773
H 5.8196 2.5489 -3.0916
H 4.1922 4.8854 -3.2229
H 0.3732 -0.7404 -1.4522
H -1.3990 -4.5605 3.5802
H -3.9235 -5.5151 4.0126
H -5.9823 -7.2607 2.9106
H -6.1470 -8.6674 -1.7474
H -8.0891 -8.1810 0.8383
H -2.5942 -8.5820 -1.4473
C -2.5066 2.2006 4.6043
O -2.0417 1.0769 4.9124
O -3.0786 2.7765 5.6522
O -2.5131 2.8262 3.5206
H -2.8607 2.0102 6.2207
Mg -4.3972 -10.9404 -0.7278
C -4.8492 -9.3904 -4.8396
O -4.0500 -10.1635 -4.3339
O -5.7903 -8.8501 -4.2473
O -4.8403 -9.0289 -6.0219
Ca 1.9931 0.0421 2.7103
F 4.7789 5.8330 -6.6525
Al -3.5576 3.5265 7.3539
O 4.1995 -1.4629 -0.6684
C 5.0990 -2.1570 -1.3793
C 4.4948 -2.4841 -2.8259
O 5.3886 -3.1909 -3.5313
H 5.4235 -3.1282 -0.9657
H 6.0720 -1.6702 -1.5685
H 4.1845 -1.5099 -3.2436
H 3.5149 -2.9578 -2.6391
C 1.7499 4.7015 7.0902
C 1.8361 5.0375 8.5398
O 0.6187 4.5563 9.0626
C 0.2788 3.5076 8.2617
O -0.5581 2.6687 8.5510
O 0.9962 3.5057 7.0969
F 1.8786 6.3762 8.7229
H 1.2177 5.4626 6.5099
H 2.7338 4.5422 6.6409
H 2.6740 4.5628 9.0615
Cl -5.4783 -10.7095 -7.1200
F 0.3666 4.5401 -9.0456
```

LUMO energy (eV): -2.634
Kohn-Sham gap (eV): 1.1
Charge: -1
HOMO energy (Eh): -0.136
2S+1: 1
Largest force on an atom (eV/A): 9.8
Energy (eV): -151091.0703

No. 2
Entry from the Open Molecules 2025 dataset: a cluster of 2 separate species, C20H14BF6N6O6S in total in a non-equilibrium geometry (ωB97M-V/def2-TZVPD).

```
54
Properties=species:S:1:pos:R:3
C -4.2709 0.7682 -2.8224
C -3.1943 0.0594 -2.0885
C -2.8219 -1.2796 -2.1569
C -1.5391 -1.5262 -1.5985
C -0.8479 -0.3563 -1.2128
B -2.2800 -1.2645 3.5474
C 0.4860 -0.0389 -1.6256
C 1.0033 1.2654 -1.5050
C 2.2671 1.5552 -1.9922
C 2.7815 2.9575 -1.8002
F 3.9608 3.1968 -2.4383
F 1.8826 3.8945 -2.2416
F 2.9848 3.2216 -0.4604
C 3.0530 0.5784 -2.6112
C 2.5524 -0.7232 -2.6962
C 3.3707 -1.8414 -3.2950
F 3.0345 -3.0474 -2.7350
F 3.1534 -1.9637 -4.6457
F 4.7118 -1.6657 -3.1196
C 1.2917 -1.0340 -2.2278
O -3.0402 -0.0687 3.5607
C -3.6240 -0.1556 2.2339
C -3.6615 -1.6547 1.8699
O -2.8490 -2.3340 2.8550
S -2.0177 0.9605 -1.1708
H -4.7400 0.1149 -3.5683
H -5.0494 1.1720 -2.1587
H -3.8122 1.6236 -3.3437
H -3.4474 -2.0312 -2.6491
H -1.0780 -2.5094 -1.5570
H 0.4001 2.0459 -1.0361
H 4.0442 0.8203 -2.9748
H 0.8860 -2.0361 -2.3456
H -4.6293 0.2713 2.2644
H -3.0020 0.4040 1.4984
H -4.6873 -2.0400 1.9426
H -3.2466 -1.8118 0.8581
O 1.4837 2.6363 5.0501
N 1.9846 2.4681 3.9239
O 2.8089 3.2468 3.3902
C 1.5914 1.3174 3.1260
C 2.0229 1.0693 1.8448
C 1.4626 -0.0530 1.1510
N 2.4031 -0.9704 0.5702
O 3.5885 -0.5742 0.4652
O 2.0185 -2.1141 0.2307
C 0.1410 -0.4991 1.4436
N -0.1276 -0.3767 2.8120
N -0.8380 -1.2116 3.7081
N -0.2524 -1.1249 4.9313
N 0.6728 -0.1940 4.8795
C 0.6940 0.3289 3.6582
H 2.8043 1.6838 1.4131
H -0.4835 -1.1593 0.8491
```

LUMO energy (eV): 1.578
Kohn-Sham gap (eV): 4.6
Charge: -1
HOMO energy (Eh): -0.109
ΔE to the lowest compared entry with this formula, charge and spin (kcal per mole): 18.49
2S+1: 1
Largest force on an atom (eV/A): 3.6
Energy (eV): -70003.0779

Question: The lowest Kohn-Sham gap belongs to which entry?
Answer: C40H53AlBCaClF3IMgNO14SSi